Computed, not measured: a molecular structure, C41H45N5SSbY, with the ωB97M-V functional and the def2-TZVPD basis.

Properties
HOMO (spin up / spin down), eV: -7.090 / -7.089
Strongest force on any atom, eV/Å: 0.6
Energy above the lowest of the compared OMol25 structures with the same formula, charge and spin, eV: 0.613
2S+1: 1
Gap between HOMO and LUMO (spin up / spin down), eV: 5.91 / 5.91

Positions of all 94 atoms, in Å:
Y (-0.63080, 0.18168, -0.98517)
C (5.13295, -0.51459, -1.71496)
C (4.79732, -1.54897, -0.85142)
C (3.47465, -1.93369, -0.69389)
C (2.46632, -1.28541, -1.40432)
C (2.80690, -0.24916, -2.27495)
C (4.13184, 0.13095, -2.42797)
N (1.10372, -1.58230, -1.21128)
C (0.62465, -2.77686, -1.49774)
C (1.36728, -3.82548, -2.15723)
C (0.78419, -5.00823, -2.46362)
C (-0.57904, -5.29800, -2.14335)
C (-1.32462, -4.35242, -1.52480)
C (-0.75719, -3.08547, -1.20297)
N (-1.44864, -2.11113, -0.57409)
N (-2.64676, -2.33699, -0.16667)
C (-3.15207, -1.27732, 0.60187)
C (-4.40225, -1.46926, 1.19509)
C (-4.90590, -0.48443, 2.01418)
C (-4.16639, 0.67914, 2.21794)
C (-2.95494, 0.79907, 1.56912)
N (-2.44669, -0.15399, 0.78390)
H (6.16553, -0.21510, -1.83020)
H (5.57098, -2.05911, -0.29180)
H (3.21026, -2.73581, -0.01414)
H (2.02262, 0.23020, -2.85306)
H (4.37980, 0.93208, -3.11151)
H (2.39366, -3.63366, -2.43546)
H (1.36744, -5.75898, -2.98362)
H (-1.00267, -6.25615, -2.40756)
H (-2.36162, -4.51955, -1.27316)
H (-4.93064, -2.39156, 1.00320)
H (-5.86667, -0.61578, 2.49400)
H (-4.52616, 1.47958, 2.84680)
H (-2.36146, 1.70104, 1.66038)
S (-0.66117, 4.99995, -1.29707)
C (0.91444, 4.59457, -0.78296)
C (1.03024, 3.26009, -0.52516)
C (-0.16797, 2.49796, -0.72673)
C (-1.16004, 3.34616, -1.16204)
C (-2.52258, 2.93704, -1.52700)
C (-3.51690, 3.83872, -1.90941)
C (-4.76853, 3.36563, -2.24588)
C (-5.01740, 2.00021, -2.19633)
C (-3.98299, 1.17136, -1.80718)
N (-2.77319, 1.61792, -1.47933)
H (1.66984, 5.35921, -0.70316)
H (1.96737, 2.82914, -0.19700)
H (-3.30170, 4.89828, -1.94280)
H (-5.54489, 4.05592, -2.54852)
H (-5.97900, 1.58530, -2.45998)
H (-4.12284, 0.09633, -1.76229)
C (0.12049, 2.91641, 2.87452)
C (0.29295, 1.57795, 3.58965)
C (1.07993, 1.79051, 4.87886)
Sb (1.01012, 0.07288, 2.20268)
C (0.57607, -1.72742, 3.33454)
C (0.73860, -1.62154, 4.84539)
C (-0.81892, -2.24039, 2.99456)
C (3.16833, 0.06280, 2.35097)
C (3.72965, 1.15724, 1.44762)
C (3.83158, 0.10184, 3.72067)
H (-0.39746, 3.63269, 3.51894)
H (-0.42350, 2.84172, 1.93352)
H (1.09172, 3.34937, 2.62524)
H (-0.69781, 1.18058, 3.84439)
H (2.00480, 2.33215, 4.67548)
H (1.34074, 0.86737, 5.39133)
H (0.49821, 2.40556, 5.57194)
H (1.30542, -2.44514, 2.94379)
H (0.02286, -0.91290, 5.26786)
H (1.73700, -1.31034, 5.15292)
H (0.53825, -2.59128, 5.31088)
H (-1.59316, -1.52097, 3.27595)
H (-1.02573, -3.16633, 3.53886)
H (-0.92311, -2.45026, 1.93226)
H (3.39325, -0.90458, 1.88947)
H (3.45494, 2.15026, 1.81456)
H (3.37769, 1.06260, 0.41993)
H (4.82154, 1.11006, 1.42326)
H (3.69637, 1.06471, 4.21268)
H (4.90900, -0.04758, 3.60007)
H (3.47100, -0.67422, 4.39638)
C (-0.71666, 0.07451, -6.22755)
C (-0.87601, -1.10818, -5.51967)
C (-0.85454, -1.09413, -4.12967)
C (-0.68342, 0.07726, -3.37089)
C (-0.53021, 1.24805, -4.13535)
C (-0.54109, 1.25766, -5.52639)
H (-0.72850, 0.07382, -7.31023)
H (-1.01444, -2.04302, -6.04970)
H (-0.97820, -2.05396, -3.63103)
H (-0.39380, 2.20542, -3.63513)
H (-0.41225, 2.19069, -6.06228)

Formally, the Löwdin partial charges of the atoms, in units of the elementary charge, are as follows: 1.35, -0.10, -0.09, -0.06, -0.31, -0.02, -0.08, -0.01, -0.25, -0.01, -0.07, -0.09, -0.03, -0.24, -0.05, 0.07, -0.36, -0.01, -0.06, -0.05, -0.14, 0.02, 0.10, 0.10, 0.12, 0.10, 0.10, 0.11, 0.11, 0.10, 0.10, 0.11, 0.11, 0.11, 0.10, 1.01, -0.42, -0.25, -0.31, -0.56, -0.29, -0.03, -0.06, -0.06, -0.12, 0.04, 0.06, 0.07, 0.09, 0.11, 0.10, 0.11, -0.17, -0.57, -0.14, 1.52, -0.57, -0.15, -0.17, -0.57, -0.17, -0.13, 0.08, 0.03, 0.07, 0.07, 0.07, 0.04, 0.08, 0.08, 0.07, 0.04, 0.08, 0.07, 0.08, 0.04, 0.06, 0.07, 0.04, 0.08, 0.06, 0.08, 0.05, -0.12, -0.11, -0.15, -0.26, -0.16, -0.11, 0.09, 0.09, 0.07, 0.07, 0.09